[1]
# C16H32O8S3

3 unconnected molecules or ions with the total composition C16H32O8S3 at a distorted geometry (ωB97M-V with the def2-TZVPD basis set, the Open Molecules 2025 dataset).

The value obtained for the energy above the lowest of the compared OMol25 structures with the same formula, charge and spin is 0.0 kcal per mole. The spin multiplicity is 1. The value obtained for the electronic energy is -2425.27308 a.u.

Geometry as XYZ:
```
59
Properties=species:S:1:pos:R:3:forces:R:3:mulliken_charge:R:1
C 1.778347 -2.406159 -0.209383 -0.34 0.35 0.57 -1.51
C 0.791984 -2.579720 0.950971 0.51 -0.35 -0.67 -0.03
O -0.507974 -2.158554 0.531134 0.09 0.31 0.47 -0.41
C -1.336210 -1.748592 1.613964 -0.59 -0.50 -0.48 -0.41
C -1.909611 -0.355286 1.441371 0.40 -0.30 0.63 -1.46
C -0.917564 0.782807 1.535742 -0.71 -0.35 -0.48 0.29
C 0.162794 0.790245 0.491104 0.25 0.32 -0.37 -0.49
C 0.791441 2.168255 0.418096 0.37 -0.74 0.98 -0.31
C 1.427625 2.497261 1.794884 -0.68 -0.02 -0.87 -0.95
S 1.026796 1.379256 3.134153 1.14 -0.22 0.35 1.34
O 1.940727 0.285978 3.093395 0.24 -0.78 -0.73 -0.64
O 1.060201 2.128617 4.333271 -0.83 0.82 0.86 -0.72
O -0.429822 0.789275 2.905034 0.30 0.72 -0.24 -0.40
H 2.629452 -1.832170 0.141173 0.32 -0.05 -0.08 0.36
H 1.291234 -1.816999 -0.973043 -0.07 0.05 -0.40 0.34
H 2.107241 -3.354482 -0.606763 0.10 -0.18 -0.21 0.34
H 1.132308 -1.999504 1.798967 -0.10 0.25 0.30 0.33
H 0.793859 -3.633236 1.227130 -0.30 -0.11 0.26 0.43
H -2.191860 -2.426472 1.636839 -0.18 -0.12 0.09 0.36
H -0.849885 -1.877049 2.572110 0.39 0.19 0.21 0.39
H -2.600557 -0.214764 2.268558 -0.32 0.00 0.10 0.45
H -2.485376 -0.309443 0.524476 0.03 0.18 -0.30 0.41
H -1.484920 1.702790 1.399171 -0.11 0.25 0.15 0.34
H 0.945045 0.067231 0.662976 0.08 -0.42 0.25 0.05
H -0.281508 0.531025 -0.460090 -0.22 -0.07 -0.26 0.70
H 0.033431 2.892451 0.164771 -0.10 0.34 -0.19 -0.07
H 1.584400 2.167893 -0.307700 0.01 0.25 -0.43 0.48
H 1.209330 3.509680 2.101597 -0.14 0.13 0.35 0.37
H 2.496759 2.395938 1.701151 0.39 -0.09 0.30 0.42
C -1.916594 -5.187955 -1.343464 0.07 -0.11 -0.01 -0.61
C -2.105533 -6.666573 -1.711587 0.00 0.05 0.04 -0.72
C -1.218194 -7.489353 -0.768068 -0.13 -0.07 -0.35 -0.69
S -1.070865 -6.527065 0.743576 -0.22 0.03 -0.08 1.19
O 0.305382 -6.125016 0.898980 0.02 -0.05 0.11 -0.65
O -1.779107 -7.188736 1.808966 0.17 0.01 0.10 -0.71
C -2.016242 -5.120763 0.176021 -0.13 0.17 -0.20 0.58
H -2.662099 -4.552933 -1.819073 0.01 0.02 0.00 0.43
H -0.930044 -4.847663 -1.665385 0.00 0.05 0.03 0.24
H -3.151466 -6.946137 -1.571417 0.00 0.00 0.02 0.31
H -1.852623 -6.859695 -2.752958 0.00 -0.02 0.00 0.35
H -1.652620 -8.455516 -0.526201 0.07 -0.01 0.12 0.35
H -0.216402 -7.624655 -1.170459 0.05 0.05 0.09 0.38
H -1.599376 -4.208597 0.593417 0.11 -0.05 0.04 -0.92
H -3.043729 -5.257232 0.513284 0.02 -0.07 0.05 0.45
C 0.745835 6.970557 -0.719098 0.09 -0.03 -0.05 -0.58
C 1.584186 7.598006 -1.841022 -0.05 -0.04 0.01 -0.65
C 2.209113 6.449473 -2.644116 0.10 0.35 0.06 -0.66
S 1.087634 5.055109 -2.479458 -0.05 0.17 -0.04 1.14
O 1.759257 4.005346 -1.751226 -0.01 0.08 -0.19 -0.58
O 0.448628 4.791237 -3.741285 0.05 -0.19 0.01 -0.71
C -0.070910 5.863799 -1.379506 -0.03 0.21 0.24 -0.59
H 0.103551 7.703669 -0.234383 -0.01 0.00 0.01 0.37
H 1.404047 6.544666 0.041413 -0.02 -0.01 0.01 0.28
H 0.937755 8.191960 -2.489488 -0.02 -0.01 -0.01 0.30
H 2.351562 8.262341 -1.447870 0.01 0.00 -0.01 0.34
H 2.313569 6.689553 -3.698612 0.00 -0.13 -0.04 0.33
H 3.171500 6.147017 -2.236497 -0.03 -0.11 0.01 0.36
H -0.470728 5.136680 -0.676844 0.02 -0.10 -0.08 0.27
H -0.873173 6.272200 -1.992700 0.00 -0.04 -0.05 0.35
```
Forces are in eV/Å.

[2]
# C16H33BaFNO11S3

A molecular structure, C16H33BaFNO11S3 at a distorted geometry (ωB97M-V with the def2-TZVPD basis set, the Open Molecules 2025 dataset).

As for the net charge: -1. The spin multiplicity is 1. The value obtained for the electronic energy is -2831.73005 a.u.

Geometry as XYZ:
```
66
Properties=species:S:1:pos:R:3:forces:R:3:mulliken_charge:R:1
Ba -0.218392 0.534509 -0.759824 -1.28 3.18 -1.39 1.70
F 0.368142 2.778750 0.621263 0.21 -1.18 0.02 -0.90
O -2.424584 -0.163654 -2.486537 0.30 0.79 0.03 -0.68
C -2.847854 1.063107 -3.071395 1.11 -0.35 1.41 -0.27
C -1.783675 2.049654 -3.574110 1.58 1.12 -0.43 -0.71
O -0.740582 2.602701 -2.789583 -1.00 -2.23 0.78 -0.88
H -3.361955 1.688842 -2.341857 -0.68 0.17 0.84 -0.11
H -3.582692 0.964411 -3.870380 -0.18 -0.38 -0.58 0.29
H -2.301461 2.920744 -3.975620 -1.15 0.41 -0.12 0.27
H -1.390615 1.653788 -4.510533 0.57 -0.82 -0.54 0.34
O -2.196280 1.217784 1.331428 -2.25 0.28 0.90 -0.32
S -3.567550 1.563933 1.743083 0.80 0.08 -3.07 1.00
O -4.005641 1.341288 3.077117 0.09 0.35 0.52 -0.67
O -3.850649 3.096852 1.336416 0.41 -0.73 1.31 -0.39
C -3.231045 3.623218 0.158657 -0.16 0.70 -1.93 0.76
C -4.218550 4.587205 -0.490134 0.67 1.00 0.53 -1.39
C -4.794692 0.825595 0.607826 1.39 -0.21 0.36 -0.67
H -3.092795 2.911342 -0.655113 0.29 -0.81 0.55 -0.42
H -2.252276 4.071331 0.329803 -0.07 -0.17 0.45 0.27
H -3.798686 4.955992 -1.425983 -0.13 -0.73 -0.44 0.39
H -4.273846 5.542901 0.031111 -0.47 -0.13 0.67 0.38
H -5.201524 4.127150 -0.591141 0.07 0.15 -0.22 0.29
H -4.311054 0.757992 -0.366662 0.07 0.04 -0.15 0.12
H -5.677880 1.461605 0.548199 0.09 -0.25 0.38 0.36
H -4.920672 -0.190314 0.982214 -0.43 0.15 -0.08 0.33
O -3.704756 -2.251117 0.978185 2.99 -1.02 -1.67 -0.62
S -2.388971 -2.572157 0.381878 -0.71 0.22 2.03 0.90
O -1.368512 -1.520625 0.301774 -1.61 -2.64 0.42 -0.32
O -1.814177 -3.832365 1.382408 -0.77 2.19 -1.10 -0.41
C -0.479036 -4.265402 1.204749 0.88 -0.75 -0.50 0.16
C 0.006587 -4.897257 2.502547 0.56 -0.35 -0.12 -1.14
C -2.459272 -3.495723 -1.169732 -0.18 0.74 0.53 -0.85
H 0.246446 -3.550761 0.816079 -0.43 0.96 0.49 0.12
H -0.429848 -4.994417 0.395915 -0.48 -0.51 0.00 0.33
H 0.396730 -5.892491 2.289486 -0.31 -0.24 0.07 0.30
H -0.799602 -4.967544 3.232754 0.12 0.04 -0.06 0.32
H 0.877664 -4.398250 2.927177 -0.30 0.47 0.14 0.21
H -3.086531 -4.374231 -1.018554 0.03 0.18 0.07 0.36
H -1.434295 -3.765939 -1.423711 -0.08 0.07 0.07 0.27
H -2.857515 -2.795754 -1.904279 0.00 0.19 -0.14 0.31
O 3.132885 3.275972 -1.589039 1.12 -2.44 0.43 -0.58
S 3.420604 1.905250 -1.215747 -1.18 0.10 0.35 0.98
O 2.377148 0.870421 -1.316156 2.04 1.27 -0.11 -0.43
O 4.718806 1.343691 -2.045753 -0.93 0.01 0.30 -0.32
C 4.879162 -0.096663 -2.107741 -0.51 -0.38 0.24 0.20
C 6.296010 -0.382424 -2.464389 0.55 0.05 -0.36 -1.38
C 4.164492 1.784616 0.439490 -0.03 1.01 -0.31 -0.87
H 4.189104 -0.537616 -2.827097 -0.01 0.38 -0.29 0.29
H 4.630497 -0.639273 -1.195681 -0.13 0.64 0.57 0.08
H 7.015705 0.116960 -1.815738 -0.17 0.30 -0.02 0.32
H 6.434216 -0.064213 -3.497703 0.47 -0.15 0.03 0.31
H 6.514497 -1.442874 -2.338656 -0.18 -0.12 -0.34 0.40
H 5.008840 2.471644 0.495741 0.20 -0.11 -0.55 0.41
H 4.513082 0.765852 0.608882 -0.38 0.07 0.09 0.23
H 3.498725 2.207017 1.192111 -0.59 -0.61 -0.19 0.31
N 1.442749 -0.475961 1.327387 2.28 -0.70 2.20 0.43
C 2.312786 -1.549457 1.279529 -0.25 0.88 2.12 -0.64
C 3.025346 -2.045272 2.427760 -0.76 1.54 -0.91 -0.73
C 2.986505 -1.272895 3.583414 -0.25 0.20 -0.12 -0.16
C 2.238645 -0.105909 3.621864 -0.83 0.82 -1.26 -0.70
C 1.441487 0.269496 2.515918 0.36 -2.64 -1.50 -0.61
H 2.512716 -2.025956 0.331168 -0.49 -0.03 -0.30 0.49
H 3.683308 -2.901680 2.435399 -0.15 -0.18 -0.49 0.49
H 3.555295 -1.562278 4.454697 0.09 -0.08 0.06 0.43
H 2.255875 0.602695 4.436712 0.03 -0.29 0.35 0.43
H 0.723409 1.076164 2.508701 0.15 0.45 -0.02 0.57
```
Forces are in eV/Å.

[3]
# C16H33BiCl2P

A molecular structure, C16H33BiCl2P at a distorted geometry (ωB97M-V with the def2-TZVPD basis set, the Open Molecules 2025 dataset).

The value obtained for the energy above the lowest of the compared OMol25 structures with the same formula, charge and spin is 66.9 kcal per mole. As for the net charge: -1. The spin multiplicity is 1. The value obtained for the electronic energy is -2105.65736 a.u.

Geometry as XYZ:
```
53
Properties=species:S:1:pos:R:3:forces:R:3:mulliken_charge:R:1
Bi -2.164118 -3.046185 0.882789 -0.17 -0.28 -0.05 0.52
Cl -1.808929 -3.502780 -1.567338 0.04 -0.03 0.16 -0.53
Cl -3.979364 -1.305007 0.802905 -0.16 0.18 0.01 -0.53
C -0.596017 0.043148 -0.715465 -2.87 -7.38 3.51 -0.33
H -0.208293 -0.946970 -1.095545 -0.72 0.36 0.85 0.15
H -1.696175 -0.090151 -0.396899 1.20 -0.63 -0.04 -0.46
C 0.512405 0.529483 -2.966104 -0.49 5.44 5.44 -0.92
C -0.700531 0.858924 -1.889600 4.36 1.42 -4.41 0.21
H 1.493002 0.907382 -2.655242 -0.30 -0.05 -0.18 0.13
C -1.986595 0.795592 -2.716730 -2.06 0.53 1.25 -0.76
H -0.534204 1.751864 -1.340257 -0.25 2.78 -1.06 0.65
C -2.119483 -0.391273 -3.666689 1.47 0.23 -0.08 -0.20
H -2.860546 0.766883 -1.984343 0.62 0.02 -0.80 0.23
H -2.132706 1.694607 -3.346268 0.47 -0.06 0.65 0.37
C -1.011601 -0.343754 -4.734535 0.98 -0.26 0.59 -1.09
H -2.053226 -1.272627 -3.048834 0.06 -0.67 -0.12 -0.13
H -3.055381 -0.397876 -4.189439 -0.86 0.14 0.06 0.36
C 0.402184 -0.310377 -4.046732 -1.67 -2.15 -3.14 -0.31
H -1.021380 -1.230844 -5.384367 -0.30 0.12 0.05 0.42
H -1.127272 0.548437 -5.362089 -0.09 0.07 0.08 0.42
H 0.562289 -1.313859 -3.707227 0.15 -1.98 -0.45 0.06
H 1.145204 -0.116466 -4.828187 0.13 0.00 -0.03 0.30
C 1.535255 -2.482128 0.836086 0.62 -1.01 -0.52 -1.22
C 0.952340 -1.561525 1.893662 0.62 0.02 0.72 1.00
C 2.060480 -1.193200 2.949285 -0.25 -0.08 -0.67 -1.63
P 0.129205 -0.075853 1.174247 -0.60 1.63 -2.57 0.40
C -1.133509 0.528816 2.376096 -0.41 -0.30 0.09 0.98
C -0.660721 0.562377 3.840895 0.37 0.18 0.37 -1.55
C -1.723695 1.879158 1.924206 0.12 -0.59 0.06 -1.47
C 1.364207 1.250081 0.788170 -0.79 -0.48 0.44 1.11
C 1.810169 2.072011 1.973006 0.65 0.19 -0.17 -1.71
C 2.492748 0.662128 -0.051795 0.44 0.13 -0.19 -1.84
H 2.322871 -1.992396 0.225848 -0.52 -0.30 0.39 0.18
H 0.787001 -2.920830 0.139572 0.29 0.55 0.44 0.13
H 2.008158 -3.350376 1.361436 -0.24 0.62 -0.37 0.44
H 0.171975 -2.121534 2.430503 0.03 0.43 -0.29 0.45
H 2.911116 -0.708309 2.467525 -0.06 0.00 0.08 0.24
H 1.704610 -0.562764 3.761759 -0.04 0.01 -0.12 0.30
H 2.431663 -2.118921 3.392251 -0.07 -0.08 -0.05 0.50
H -1.930457 -0.236969 2.283170 0.28 0.38 -0.01 0.01
H 0.231862 1.209596 3.945087 -0.43 -0.35 0.09 0.26
H -1.440447 0.993832 4.497690 0.20 -0.21 -0.43 0.47
H -0.414006 -0.435803 4.255628 -0.15 0.49 -0.37 0.28
H -2.293488 1.768467 1.009926 0.00 -0.06 -0.27 0.21
H -2.413743 2.239110 2.679661 -0.08 0.07 0.21 0.53
H -0.952468 2.621379 1.772624 0.13 0.29 -0.04 0.31
H 0.740905 1.852267 0.102981 0.40 0.10 0.34 0.11
H 2.330061 1.447255 2.698451 -0.02 0.13 0.13 0.24
H 2.524906 2.803988 1.604361 0.17 0.28 0.11 0.52
H 1.000145 2.611041 2.460370 0.02 -0.08 0.01 0.28
H 2.133636 0.101238 -0.936573 -0.05 0.27 0.36 0.21
H 3.087571 1.503277 -0.428407 -0.02 -0.14 -0.05 0.43
H 3.172383 0.026436 0.528480 -0.15 0.13 -0.02 0.30
```
Forces are in eV/Å.